Density functional theory data (the ωB97M-V functional and the def2-TZVPD basis) for a structure of composition C47H38N3O5Pb in a non-equilibrium geometry.

```
94
Properties=species:S:1:pos:R:3:forces:R:3
Pb 0.3586 0.1909 0.5235 -1.3082 0.1755 -0.1266
O 0.0018 -1.1409 2.0814 0.2072 0.4559 -0.2142
C -1.2668 -1.7280 2.3170 -0.2593 -0.6886 0.3600
C -1.9435 -2.0907 0.9586 0.2071 0.4114 0.1185
C -2.6727 -0.9223 0.3781 -0.0035 -0.1154 -0.1976
C -4.0497 -0.8962 0.2579 -0.1382 -0.0227 -0.1473
C -4.6627 0.2290 -0.2639 0.0688 0.0582 0.0172
C -3.8851 1.3220 -0.6098 -0.1039 -0.1318 -0.1119
C -2.5119 1.2594 -0.4447 -0.0250 0.1966 -0.0423
C -1.6081 2.4206 -0.7434 0.2915 -0.2980 0.1953
C -0.9510 3.0281 0.5244 -0.4630 0.4746 0.4003
O -0.3734 2.0129 1.3337 0.7147 -0.2043 -0.4385
C 0.0382 4.1131 0.0673 0.1448 -0.3624 0.0100
C -0.4185 5.2292 -0.6312 0.0218 0.0002 -0.0956
C 0.4754 6.1798 -1.1005 -0.0703 -0.0063 -0.0188
C 1.8377 6.0362 -0.8673 0.0206 -0.0185 -0.0004
C 2.2946 4.9459 -0.1452 -0.0446 0.0027 0.0503
C 1.3947 3.9950 0.3305 0.0224 0.0747 0.0101
C -1.9635 3.7291 1.4547 0.0921 -0.3378 -0.1029
C -1.5403 4.0294 2.7485 -0.1410 0.0791 0.0323
C -2.3917 4.6707 3.6341 0.0555 -0.0354 -0.0373
C -3.6810 5.0151 3.2428 0.0079 -0.0090 0.0325
C -4.1002 4.7326 1.9539 -0.0205 -0.0140 -0.0690
C -3.2463 4.0889 1.0618 0.0565 0.1329 0.1605
N -1.9399 0.1337 0.0032 0.3096 -0.0100 0.0972
C -0.9787 -3.0543 3.0751 0.1962 0.2376 -0.1923
C -1.9616 -4.0257 3.2489 0.0996 -0.0987 0.0743
C -1.6718 -5.2148 3.9056 -0.1042 0.0349 -0.0409
C -0.3981 -5.4554 4.3964 0.0754 -0.0064 0.0352
C 0.5807 -4.4849 4.2463 0.0008 0.0787 -0.0488
C 0.2927 -3.2919 3.5928 -0.1337 -0.0879 0.0099
C -2.1669 -0.8373 3.1861 0.3248 0.2478 -0.0415
C -3.5028 -1.1477 3.4268 -0.1125 -0.0521 0.0029
C -4.2942 -0.3208 4.2098 -0.0001 -0.0327 -0.0138
C -3.7618 0.8339 4.7683 -0.0073 0.0048 0.0135
C -2.4332 1.1486 4.5392 0.0575 -0.0468 0.0161
C -1.6414 0.3160 3.7563 -0.0398 -0.0168 -0.0121
H -1.1249 -2.3892 0.2972 -0.1058 -0.1713 -0.0518
H -2.6248 -2.9283 1.0603 0.0011 -0.0344 0.0245
H -4.6303 -1.7615 0.5482 0.0394 0.0283 0.0270
H -5.7380 0.2610 -0.3895 0.0458 -0.0071 -0.0021
H -4.3368 2.2070 -1.0350 0.0207 -0.0091 0.0616
H -0.7726 2.0833 -1.3679 -0.2091 0.0352 -0.1278
H -2.1413 3.1791 -1.3083 0.0315 0.0393 -0.0402
H -1.4813 5.3697 -0.7972 0.0403 -0.0088 -0.0160
H 0.1090 7.0386 -1.6509 0.0001 -0.0400 0.0534
H 2.5336 6.7814 -1.2324 -0.0172 -0.0287 0.0017
H 3.3547 4.8319 0.0499 -0.0548 0.0305 0.0516
H 1.7394 3.1650 0.9319 -0.0128 0.1006 0.0460
H -0.5423 3.7477 3.0614 -0.0293 0.0268 -0.0368
H -2.0453 4.9007 4.6352 -0.0433 -0.0065 -0.0325
H -4.3540 5.4984 3.9412 0.0529 0.0194 -0.0491
H -5.0946 5.0162 1.6290 0.0345 -0.0331 0.0397
H -3.6018 3.8921 0.0600 0.0392 0.0483 0.0336
H -2.9703 -3.8811 2.8848 0.0426 0.0039 -0.0138
H -2.4530 -5.9556 4.0299 0.0494 0.0212 -0.0107
H -0.1711 -6.3913 4.8928 -0.0224 0.0627 -0.0026
H 1.5785 -4.6500 4.6359 -0.0504 -0.0118 0.0006
H 1.0553 -2.5353 3.4814 0.0091 -0.0287 0.0264
H -3.9486 -2.0439 3.0113 0.0250 0.0527 -0.0012
H -5.3308 -0.5819 4.3883 0.0460 0.0012 -0.0140
H -4.3790 1.4770 5.3843 0.0236 -0.0207 -0.0442
H -2.0054 2.0442 4.9730 -0.0143 -0.0588 -0.0351
H -0.6045 0.5644 3.5793 -0.0384 0.0427 0.0639
O -0.1777 -0.9435 -1.9194 -0.0187 0.1270 0.1992
C 0.7486 -1.9215 -2.3212 0.0305 -0.0456 0.0426
C 1.7774 -2.2585 -1.2637 0.0408 0.0861 0.3933
C 2.7061 -3.2539 -1.5313 0.0620 -0.0738 -0.0495
C 3.6295 -3.5998 -0.5656 0.0541 -0.0961 -0.0547
C 3.6192 -2.9444 0.6579 0.0579 -0.0521 0.0438
C 2.6779 -1.9665 0.8651 -0.2364 0.0293 -0.1597
N 1.7740 -1.6379 -0.0785 0.0445 -0.0441 -0.1447
H -0.0485 -0.1622 -2.4969 -0.0996 0.0651 0.0588
H 1.2652 -1.6085 -3.2295 0.0800 -0.0155 -0.0483
H 0.2045 -2.8370 -2.5546 -0.0047 -0.1123 -0.0556
H 2.6920 -3.7526 -2.4930 -0.0100 0.0145 0.0338
H 4.3526 -4.3809 -0.7616 -0.0034 0.0210 -0.0005
H 4.3253 -3.1911 1.4381 -0.0109 0.0213 -0.0180
H 2.6283 -1.4155 1.7955 -0.0333 -0.0502 -0.0534
O 0.7916 1.3198 -3.2127 0.0757 0.0882 -0.0536
C 1.6514 1.5384 -2.3826 0.1711 0.0169 -0.1891
N 1.5896 1.0998 -1.0789 -0.3238 -0.2075 0.4755
C 2.7245 1.3592 -0.3894 0.4889 0.2510 -0.0259
O 2.8373 0.9989 0.7847 -0.1440 0.1035 -0.2208
C 3.6469 2.0950 -1.3005 -0.0639 -0.1353 0.0637
C 4.9062 2.6094 -1.0963 0.0439 -0.0159 -0.0278
C 5.5030 3.2719 -2.1712 -0.0040 -0.0256 0.0163
C 4.8499 3.3881 -3.3930 0.0243 0.0039 0.0184
C 3.5732 2.8576 -3.5892 -0.0596 0.0570 -0.1200
C 2.9830 2.2227 -2.5230 -0.0012 -0.1358 0.1996
H 5.4092 2.5031 -0.1432 -0.0127 0.0185 -0.0378
H 6.4922 3.6969 -2.0529 -0.0469 -0.0204 -0.0191
H 5.3431 3.8956 -4.2123 -0.0138 0.0058 0.0386
H 3.0678 2.9489 -4.5430 0.0098 -0.0029 0.0585
```
Positions in Å, forces in eV/Å.

Kohn-Sham gap, hartree: 0.24957
E_tot, Eh: -2546.9688
LUMO, eV: -4.0
Total charge: +1

***

Density functional theory data (the ωB97M-V functional and the def2-TZVPD basis) for a cluster of 2 separate species, C28H25O7S2 in total in a non-equilibrium geometry.

```
62
Properties=species:S:1:pos:R:3:forces:R:3
C -1.0989 -4.2090 1.3396 -0.7698 1.1464 -0.6656
O -1.8467 -3.1544 0.6847 0.6294 -2.4024 -0.2537
C -1.8712 -1.9323 1.2678 0.1251 1.7394 1.0852
C -2.6514 -0.9325 0.6318 0.7281 -1.5008 0.3478
C -2.7480 0.3151 1.1692 0.4059 0.9319 1.0773
C -2.0646 0.6990 2.4017 0.2336 -1.5666 -0.5706
O -2.1471 1.8515 2.8894 -0.1308 1.1485 0.3162
C -1.2745 -0.3678 3.0068 -0.5423 1.5016 -0.0523
C -1.1757 -1.6188 2.4615 -0.6003 -0.9347 -1.2972
H -1.2645 -5.0776 0.7031 0.1196 -0.0414 0.1460
H -0.0281 -3.9640 1.3863 -0.1756 -0.0493 0.0095
H -1.4795 -4.3962 2.3542 0.0668 0.0463 -0.1714
H -3.1692 -1.1916 -0.2881 0.0323 -0.0317 0.0427
H -3.3509 1.0796 0.6868 0.0231 0.0009 0.0088
H -0.7441 -0.1333 3.9261 -0.0507 0.0635 -0.0597
H -0.5647 -2.3797 2.9503 -0.1463 0.2010 -0.0867
C 4.1445 3.3208 0.6977 -0.5588 0.0891 -0.5506
O 3.1780 3.5533 -0.3533 0.5727 -0.1919 0.5032
C 1.8814 3.7095 0.0170 -0.8728 0.2305 0.6322
C 0.9566 4.0417 -1.0046 0.8536 -0.2016 0.5317
C -0.3622 4.2625 -0.6819 -0.7155 0.0260 0.7580
C -0.8091 4.1929 0.6596 1.2872 -0.5343 -0.2631
C -2.1961 4.4502 1.0005 -0.7148 0.8237 0.4643
C -2.6368 5.3299 1.9263 0.4061 0.1984 -0.5218
S -4.4040 5.4912 2.1822 -0.1610 -0.6228 0.8572
C -4.9475 3.8854 2.7370 -0.1380 -0.3428 -0.1522
C -5.5115 2.9968 1.8219 0.1441 -0.0122 0.1218
C -5.9723 1.7572 2.2634 0.0396 0.1611 0.0938
C -5.8807 1.4220 3.6171 0.0939 0.1659 -0.0965
C -5.3158 2.3183 4.5289 0.0053 0.1374 -0.2457
C -4.8450 3.5550 4.0887 0.0677 -0.0113 -0.0844
O -4.6327 6.3645 3.3133 0.1789 0.0360 -0.5416
O -5.0069 5.7648 0.9004 0.1328 0.0019 0.1402
S -1.4763 6.4004 2.8209 -0.4387 -0.2134 0.6227
C -2.3641 7.9180 3.1823 0.0373 0.2355 -0.1069
C -2.5415 8.3081 4.5073 -0.1064 -0.0919 -0.1627
C -3.2095 9.5014 4.7821 0.1078 -0.0643 -0.2241
C -3.6743 10.2982 3.7311 0.0412 -0.1649 -0.0669
C -3.4678 9.9089 2.4025 0.1317 -0.1656 0.1021
C -2.7948 8.7189 2.1251 -0.0371 -0.0297 0.2208
O -1.2193 5.7429 4.0853 0.1564 0.4488 -0.4370
O -0.3977 6.7828 1.9403 -0.3554 -0.2272 0.2259
C 0.1149 3.8291 1.6553 -0.6887 -0.0165 -0.1065
C 1.4390 3.5819 1.3561 0.5735 0.1366 -0.9509
H 5.0933 3.2456 0.1676 -0.0312 -0.0142 0.1838
H 4.1665 4.1600 1.4094 -0.0352 -0.2003 -0.2228
H 3.9329 2.3859 1.2382 0.0488 0.2385 -0.1971
H 1.3205 4.1309 -2.0256 -0.0779 -0.0322 0.1858
H -1.0875 4.5363 -1.4494 0.2424 -0.1122 0.0684
H -2.9619 3.9366 0.4205 0.0646 -0.0764 0.0914
H -5.5772 3.2802 0.7734 -0.0260 -0.0618 0.2004
H -6.3953 1.0607 1.5366 0.1404 0.1589 0.3079
H -6.2411 0.4518 3.9597 0.1250 0.2341 -0.0913
H -5.2287 2.0612 5.5866 -0.0267 0.0258 -0.3713
H -4.3928 4.2638 4.7802 -0.1026 -0.1860 -0.1516
H -2.1795 7.6628 5.3051 -0.1111 0.1035 -0.1897
H -3.3683 9.7876 5.8236 0.0215 0.0147 -0.3577
H -4.2054 11.2258 3.9448 0.1223 -0.2233 -0.0399
H -3.8278 10.5190 1.5712 0.0921 -0.1270 0.3393
H -2.6154 8.3954 1.1010 -0.0742 0.0981 0.1768
H -0.2266 3.6814 2.6780 -0.0870 0.0564 -0.2257
H 2.1260 3.3165 2.1621 -0.2758 0.0501 -0.3464
```
Positions in Å, forces in eV/Å.

Kohn-Sham gap, hartree: 0.18855
E_tot, Eh: -2404.9757
LUMO, eV: 2.6
Total charge: -1